73
Properties=species:S:1:pos:R:3:forces:R:3 method="wB97M-V/def2-TZVPD" s2=0.751 e_lumo_ev="0.156 / 0.165" orbital_gap_ev="7.14 / 7.21" homo_energy_ev="-6.98 / -7.05" spin_multiplicity=2
Ce 0.00374 0.13621 0.05143 0.1 0.5 -0.6
F -2.95387 2.90890 -4.23052 0.0 0.0 -0.1
F -3.79371 4.48724 0.05966 0.0 0.0 0.0
N -0.29689 -0.01013 -2.59842 0.0 0.1 -0.1
N -1.31150 -0.41076 2.02283 0.1 0.0 0.4
N 0.43008 -2.20146 0.03000 0.2 -0.6 0.1
N 0.36796 1.54737 1.91876 -0.1 0.3 0.5
N 2.36377 -0.51640 -0.22774 0.2 -0.3 0.0
C 2.93028 -4.93368 0.44035 0.1 0.2 0.0
C 3.32318 0.55288 -0.46433 0.0 -0.1 0.3
C -1.35582 0.64835 -4.61860 0.0 -0.1 -0.1
C 0.22166 -1.15286 -4.63289 0.0 0.0 0.0
C 4.09916 -2.17554 -0.28849 0.1 0.0 -0.1
C 2.75116 -1.77841 -0.12811 0.0 0.1 0.0
C -1.36327 -2.88255 1.63706 -0.1 0.1 -0.1
C 1.82342 -4.10649 0.44972 -0.1 0.0 0.1
C -1.27118 -0.52093 4.43001 0.1 -0.1 0.1
C -0.98263 0.10755 3.19336 -0.2 0.0 -0.1
C -1.84897 1.81231 -2.39546 0.1 -0.1 0.2
C -0.96599 1.21643 6.21306 0.0 0.1 0.1
C -3.37576 3.69054 -2.10021 -0.1 0.1 0.0
C 3.31450 1.21886 2.05248 0.1 0.2 -0.1
C -1.15798 0.80562 -3.24223 0.0 0.0 -0.2
C -2.28578 2.68848 -0.19860 0.2 -0.2 0.2
C -1.25161 -0.05106 5.72776 0.0 0.1 -0.1
C -0.13260 2.33346 4.13258 0.0 0.1 -0.1
C -0.19920 1.37752 3.09883 0.2 0.0 0.0
C -1.60928 1.75801 -0.99657 -0.7 0.7 -0.6
C -3.15044 3.61624 -0.74284 0.1 -0.1 -0.1
C 1.63386 -2.74249 0.12558 -0.1 -0.1 -0.2
C 4.73924 -3.39820 -0.21074 -0.1 -0.1 0.1
C 2.63228 2.59370 2.16263 -0.1 -0.2 -0.1
C -2.71211 2.78396 -2.90069 0.0 0.0 0.2
C -0.49671 2.28320 5.46559 0.0 -0.2 0.0
C -0.79442 -2.96648 0.20535 0.1 0.0 0.3
C 1.20135 2.68970 1.59284 0.2 -0.3 0.2
C -0.66351 -0.32970 -5.31000 0.0 0.0 0.1
C 4.24700 -4.64889 0.12238 0.1 -0.1 0.0
C 0.36322 -0.95060 -3.27389 0.0 0.0 0.0
C -2.15444 -1.59247 1.92881 0.2 -0.2 0.0
C 4.13409 0.95597 0.78227 -0.2 -0.1 0.0
H 2.75299 1.42087 -0.81917 0.0 0.0 0.0
H 0.78082 -1.92730 -5.13884 0.0 0.0 0.0
H 2.58476 2.86122 3.21999 0.0 0.0 0.0
H 4.83590 0.15098 1.00900 0.0 0.0 0.0
H -2.75812 -1.74506 2.82618 -0.1 0.1 0.0
H 2.72442 -5.96146 0.72000 0.0 0.0 0.0
H -0.81800 -0.44557 -6.37519 0.0 0.0 0.0
H 4.72963 1.83869 0.53263 0.0 0.0 0.0
H -1.53778 -2.54350 -0.48509 0.0 -0.1 0.0
H 4.77087 -1.36567 -0.53790 0.0 0.0 0.0
H -0.53989 -2.96374 2.35202 0.0 -0.1 0.0
H 4.95419 -5.46823 0.15097 0.0 0.0 0.0
H -1.10483 1.37702 7.27491 0.0 0.0 0.0
H 2.56745 0.43184 2.16161 0.0 -0.1 0.1
H 4.02366 0.29561 -1.26670 -0.1 0.1 -0.1
H 3.98788 1.11739 2.90551 0.0 0.0 0.0
H 1.03437 -1.56742 -2.68461 0.0 0.0 0.0
H -2.04533 1.27737 -5.15309 0.0 0.0 0.1
H -1.53804 -0.78274 6.47639 0.0 0.0 0.0
H -0.67885 -4.01574 -0.07425 0.0 0.0 -0.1
H -2.14686 2.68952 0.87986 0.0 0.1 0.0
H 5.80324 -3.36289 -0.42103 0.0 0.0 0.0
H -0.34076 3.20482 6.01632 0.0 0.0 0.0
H -1.56168 -1.56001 4.34429 0.0 0.0 0.0
H 1.24597 2.74039 0.49215 0.0 0.1 0.0
H 0.28979 3.28340 3.82678 0.0 0.0 0.0
H 3.24382 3.35118 1.66419 0.0 0.1 0.1
H -4.04122 4.42521 -2.53042 0.0 0.0 0.0
H 0.75964 3.63475 1.92353 -0.1 0.0 -0.2
H 0.91845 -4.61211 0.75786 0.0 0.0 0.0
H -2.03847 -3.72776 1.79567 0.0 0.0 0.0
H -2.85502 -1.42185 1.10293 0.0 0.0 0.0


78
Properties=species:S:1:pos:R:3:forces:R:3 method="wB97M-V/def2-TZVPD" e_lumo_ev=-10.597 total_charge=+3 orbital_gap_ev=4.97 homo_energy_ev=-15.56
Pb 9.71078 11.41520 10.06546 -1.0 -1.2 0.5
Cl 9.21199 17.64773 7.70038 0.1 0.2 0.3
Cl 8.01103 15.22442 6.20113 0.6 0.0 0.7
Cl 8.42168 12.31025 7.41953 0.4 0.4 0.2
Cl 10.32290 17.37020 10.61784 -0.1 -0.6 -0.4
Cl 10.43566 14.47258 11.93252 0.2 0.3 -0.4
P 13.85068 10.53890 8.24015 1.1 0.5 -1.5
O 6.89212 10.19000 10.56450 0.8 0.4 -0.1
O 12.17437 12.39139 9.79831 1.5 -1.0 -0.6
O 10.22201 10.49572 12.57257 0.0 0.6 0.4
O 8.18299 12.28727 11.90040 -0.9 -0.5 -0.7
O 9.18892 8.62744 10.64481 0.3 -0.7 0.7
N 13.34027 11.61255 9.68190 0.1 -1.0 0.7
C 13.12341 7.81048 5.45229 0.5 -1.2 -0.2
C 8.90010 15.03346 7.68975 -0.9 -1.8 -0.1
C 16.46401 9.55340 8.48267 1.1 0.7 1.4
C 13.64444 13.89466 5.06290 -2.7 -0.6 -0.8
C 15.43057 10.31663 8.96039 0.2 0.8 1.3
C 14.61365 13.88226 6.00262 1.8 -0.8 1.5
C 14.74737 12.81611 6.91296 0.7 0.5 -0.5
C 9.57728 9.31432 13.01521 -2.0 -0.1 -0.8
C 12.73874 11.88121 6.09418 -2.5 -0.6 -1.5
C 16.85964 11.39925 10.57710 0.3 -0.4 0.8
C 9.92599 14.66809 10.29140 1.0 1.4 -1.9
C 10.00759 11.65374 13.39366 0.5 0.1 0.8
C 12.25434 6.85029 7.53897 0.7 -1.2 0.0
C 6.10325 10.96181 11.44577 -0.6 -0.6 1.3
C 17.95164 10.65312 10.02167 -0.3 0.1 0.4
C 12.71134 7.94820 8.25306 0.0 0.4 0.4
C 14.31547 11.73297 10.55637 0.9 0.2 -2.2
C 12.39739 6.81353 6.13286 -0.3 0.4 0.1
C 9.77087 8.28290 11.91116 -0.8 0.0 0.6
C 9.35816 16.11025 8.44193 -0.4 0.7 -1.9
C 9.74108 13.58400 9.44536 -1.3 -0.3 1.1
C 13.81273 11.78139 6.93655 0.9 0.4 1.4
C 6.72691 12.33977 11.60015 0.8 0.3 0.2
C 9.06495 13.74389 8.25378 0.3 1.5 -1.0
C 15.56844 11.14574 10.12820 0.4 -0.7 -1.0
C 13.37002 8.96991 7.54198 -1.1 0.0 0.8
C 9.88978 15.96269 9.68927 0.1 -0.3 2.7
C 7.96923 8.00096 10.21185 0.0 1.0 -1.4
C 8.55050 12.24600 13.25700 1.8 -0.4 1.2
C 12.61458 12.91414 5.15804 1.0 0.2 0.2
C 17.76223 9.64550 9.08134 -1.9 1.4 0.7
C 6.72649 8.79484 10.62802 -0.3 -1.1 1.0
C 13.71163 8.84793 6.18889 -0.4 0.1 -1.1
H 11.75504 12.95920 4.49472 0.2 -0.1 0.1
H 18.95928 10.80710 10.40791 -0.3 0.1 0.1
H 12.62161 8.04482 9.36007 -0.2 -0.3 -1.0
H 11.96657 11.08245 6.08380 0.5 0.7 0.1
H 5.04439 11.02073 11.10352 0.7 0.3 0.0
H 10.87619 12.30996 13.14863 -1.2 -0.2 -0.1
H 18.53820 8.95383 8.84911 0.5 -0.2 -0.4
H 15.39342 14.62393 6.07823 0.0 0.2 -0.4
H 8.08027 7.98565 9.09288 -0.2 0.2 0.9
H 10.84883 8.19820 11.81537 0.2 -0.2 -0.5
H 9.36984 7.34093 12.28367 0.1 -0.2 -0.1
H 10.20574 11.40575 14.46765 -0.5 0.0 -0.7
H 6.68052 12.92297 10.67157 -0.1 -0.1 0.3
H 9.90988 8.93205 13.96427 1.0 -0.1 0.4
H 15.70954 12.77813 7.42351 -0.4 -0.1 0.4
H 13.56628 14.63196 4.26256 0.2 0.0 0.4
H 6.26797 12.89089 12.43421 -0.1 -0.1 -0.5
H 8.58209 13.26033 13.70901 -0.3 -0.5 -0.3
H 12.09100 12.76934 8.89644 -0.3 0.5 0.2
H 5.93772 8.47288 9.95112 -0.3 0.0 0.0
H 7.77417 6.95622 10.48472 0.6 0.1 0.4
H 7.92939 11.58710 13.89186 -0.2 0.4 -0.6
H 6.01284 10.46581 12.46720 0.4 0.4 -1.0
H 8.49345 9.48634 13.23730 0.5 0.1 -0.6
H 14.28714 12.41138 11.36631 -0.6 0.7 0.9
H 17.01990 12.09460 11.42381 0.1 -0.5 -0.6
H 14.42127 9.54931 5.72745 -0.7 -0.3 0.0
H 11.98119 5.91076 8.07194 -0.3 1.1 -0.5
H 6.44095 8.45661 11.66859 0.2 0.6 -0.8
H 11.93798 5.99936 5.54290 0.5 0.4 0.5
H 16.35149 8.88956 7.69218 -0.4 -1.1 -1.4
H 13.32228 7.59313 4.36456 -0.1 0.8 1.3


79
Properties=species:S:1:pos:R:3:forces:R:3 method="wB97M-V/def2-TZVPD" e_lumo_ev=1.962 total_charge=-1 orbital_gap_ev=6.66 homo_energy_ev=-4.70
Rb -0.44800 -0.17441 0.47012 0.3 0.0 0.4
Cl -7.36249 2.53270 -0.19267 0.0 0.0 0.0
S 2.50926 -3.90990 -0.61105 0.1 0.0 0.0
S 0.91388 -2.34369 2.52606 -0.1 -0.1 -0.1
S 1.36774 0.39962 4.58155 0.0 0.0 0.0
S 4.06904 -1.18133 3.15283 0.0 0.0 0.0
S -0.45711 -0.07712 -2.93146 -0.1 0.1 0.0
O -2.72826 -1.15421 1.98936 0.0 0.0 0.0
O -1.91221 1.65722 1.79064 -0.1 0.1 0.1
O 0.04107 -0.75758 -4.12037 0.0 0.0 0.0
O -1.22378 -0.93212 -2.02803 -0.2 -0.1 -0.5
N 0.52199 -3.44996 -2.29594 0.1 0.0 0.1
N 0.59524 0.62047 -2.04359 0.0 0.0 0.1
N 2.01298 1.67820 -0.06719 0.1 0.0 0.1
C 3.80184 -1.04183 4.93590 0.0 0.0 0.1
C -2.29227 1.91068 -2.55011 0.0 0.0 0.0
C 3.63447 -2.90542 2.83689 -0.1 -0.1 0.0
C 2.69338 3.06541 -3.91540 0.0 0.0 0.0
C 3.21729 3.15089 -1.57492 0.0 -0.1 0.0
C 3.68718 3.16495 0.78086 0.0 0.0 0.0
C 2.70345 2.16528 0.93083 0.0 0.0 0.0
C -0.10555 -1.90359 3.94880 -0.1 0.0 0.0
C -1.79468 1.38853 -4.85176 0.0 0.0 0.0
C -3.19481 2.87590 -2.96190 0.0 0.0 0.0
C -0.61953 -3.66953 -2.98521 0.0 0.0 0.0
C -1.29282 -4.84108 -2.83278 0.0 0.1 0.0
C 1.09122 -4.31839 -1.40606 0.0 0.1 0.0
C -5.34839 0.98363 0.76996 0.0 0.0 0.0
C -2.69635 2.36398 -5.26080 0.0 0.0 0.0
C 1.73784 2.05589 -3.68425 0.0 0.0 0.0
C 3.42473 3.60919 -2.89945 0.0 0.0 0.0
C -5.74818 2.24009 0.42413 0.0 0.0 0.0
C 3.00425 0.20150 5.32689 0.0 0.0 0.0
C -3.09329 1.80656 1.39910 0.0 0.0 0.0
C 0.55037 -1.13611 5.09300 0.0 0.0 0.0
C -3.77460 -0.64689 1.60917 0.0 0.0 0.0
C -3.59714 3.11667 1.04252 0.0 0.0 0.0
C -3.39605 3.10346 -4.31925 0.0 0.0 0.0
C 2.22858 -3.37089 3.21983 0.1 0.1 0.0
C 1.49484 1.58215 -2.40866 0.0 0.0 0.0
C -4.85888 3.32214 0.56990 0.0 0.0 0.0
C 0.38006 -5.53891 -1.23699 -0.1 0.0 0.0
C -0.76999 -5.78658 -1.92812 0.1 0.0 0.1
C 3.93678 3.65388 -0.46765 0.0 0.0 0.0
C -1.60022 1.16673 -3.49924 0.0 0.0 0.0
C 2.25629 2.14767 -1.31862 0.0 0.0 0.0
C -4.04838 0.72726 1.25351 0.0 0.0 0.0
H 1.20058 1.62931 -4.52089 0.0 0.0 0.0
H -2.20792 -5.01477 -3.37717 0.0 0.0 0.0
H 2.10880 -4.38739 2.84210 0.0 0.0 0.0
H -1.28906 -6.72488 -1.77299 0.0 0.0 0.0
H -6.03944 0.15334 0.66944 0.0 0.0 0.0
H 2.09886 -3.41075 4.30279 0.0 0.0 0.0
H -0.57941 -2.80027 4.35668 0.0 0.0 0.0
H -4.10262 3.85867 -4.64031 0.0 0.0 0.0
H 4.76171 -1.01009 5.45655 0.0 0.0 0.0
H 2.92491 0.24055 6.41648 0.0 0.0 0.0
H 4.16217 4.38090 -3.08562 0.0 0.0 0.0
H -5.19120 4.31911 0.30450 0.0 0.0 0.0
H 3.54516 1.09889 5.01854 0.0 0.0 0.0
H 1.28214 -1.75977 5.60678 0.0 0.0 0.0
H -0.22526 -0.89783 5.82331 0.0 0.0 0.0
H -2.85114 2.54198 -6.31772 0.0 0.0 0.0
H 2.84820 3.40679 -4.93241 0.0 0.0 0.0
H -0.92176 -2.85408 -3.62400 0.0 0.0 0.0
H 0.78479 -6.25499 -0.53798 0.0 0.0 0.0
H -0.91282 -1.31636 3.50331 0.0 0.0 0.0
H 4.22193 3.52505 1.65023 0.0 0.0 0.0
H 3.29214 -1.94058 5.28088 0.0 0.0 0.0
H -1.24222 0.79477 -5.56793 0.0 0.0 0.0
H 0.98574 -2.55502 -2.41488 0.0 0.0 0.0
H 4.68282 4.42393 -0.63085 0.0 0.0 0.0
H -3.74283 3.44120 -2.21918 0.0 0.0 0.0
H 4.36502 -3.57290 3.30037 0.0 0.0 0.0
H 2.48844 1.75572 1.91414 0.0 0.0 0.0
H -2.13395 1.73623 -1.49265 0.0 0.0 0.0
H -4.67128 -1.29831 1.51510 0.0 0.0 0.0
H 3.75274 -3.00285 1.75679 0.0 0.0 0.0
H -2.90607 3.94332 1.15619 0.0 0.0 0.0